Entry 1:
CH2F3N3 | ωB97M-V/def2-TZVPD

Results
E_LUMO (spin up / spin down), eV: -0.8 / -0.8
Multiplicity: 1

Each line ends with the natural charge from an NBO analysis.
Element x y z (Å)
F: -1.861 -1.237 -0.903  -0.27
F: 0.900 -1.023 2.255  -0.18
F: -1.935 0.686 0.147  -0.24
N: 0.718 0.766 -0.818  -0.84
N: -1.459 -0.581 0.292  0.26
N: 1.341 -0.309 1.202  -0.12
C: 0.650 -0.090 0.207  0.52
H: 1.538 1.395 -0.818  0.43
H: 0.108 0.392 -1.564  0.44

Entry 2:
C28H25F2N2O | ωB97M-V/def2-TZVPD

Results
Total charge: +1
E_LUMO, eV: -6.1
Multiplicity: 1

Each line ends with the natural charge from an NBO analysis.
Element x y z (Å)
F: -5.425 2.576 -6.512  -0.30
F: -0.520 -3.283 -5.782  -0.30
O: 3.863 -0.093 -0.730  -0.63
N: 2.190 0.946 -1.846  -0.84
N: 2.194 0.454 2.976  -0.44
C: -5.896 3.876 -4.578  -0.18
C: 0.886 1.564 0.675  -0.43
C: -0.393 -2.950 -4.476  0.40
C: 2.442 -2.327 5.432  -0.23
C: -1.033 -1.549 -2.605  -0.15
C: -0.163 -2.294 -1.790  -0.10
C: 4.000 -2.820 7.306  -0.63
C: -1.125 -1.907 -3.959  -0.20
C: -4.888 3.313 -2.488  -0.11
C: 0.570 -3.332 -2.312  -0.20
C: -3.358 1.388 -2.305  0.10
C: 2.745 0.304 1.706  0.12
C: 3.546 -1.955 6.185  0.00
C: 0.368 1.719 2.067  -0.27
C: -5.717 4.119 -3.231  -0.20
C: -4.207 2.236 -3.082  -0.17
C: -5.240 2.823 -5.193  0.39
C: 0.458 -3.661 -3.648  -0.17
C: 2.669 -0.355 4.076  0.11
C: 2.802 0.520 -0.694  0.64
C: 3.782 0.015 4.826  -0.19
C: 2.168 0.794 0.594  -0.24
C: 2.008 -1.538 4.393  -0.16
C: 0.995 1.189 3.112  0.02
C: -2.582 0.372 -2.819  -0.33
C: -4.405 2.018 -4.453  -0.16
C: -1.801 -0.474 -2.062  0.10
C: 4.210 -0.776 5.870  -0.21
H: -3.924 1.199 -4.950  0.22
H: -6.546 4.492 -5.173  0.25
H: 5.069 -0.486 6.453  0.22
H: 1.154 -1.826 3.805  0.20
H: 4.860 -2.391 7.819  0.22
H: 1.930 -3.244 5.671  0.21
H: 0.136 1.048 0.063  0.16
H: 3.205 -2.950 8.041  0.23
H: 1.237 -3.892 -1.679  0.25
H: 2.599 0.732 -2.739  0.41
H: 4.287 -3.807 6.941  0.23
H: 1.283 1.390 -1.873  0.38
H: -2.558 0.248 -3.885  0.22
H: 0.603 1.304 4.106  0.22
H: -1.794 -1.391 -4.620  0.23
H: -1.773 -0.323 -0.997  0.23
H: 1.044 2.553 0.225  0.20
H: 3.652 -0.261 1.605  0.25
H: 1.021 -4.473 -4.070  0.25
H: 4.295 0.928 4.583  0.22
H: -3.329 1.549 -1.242  0.22
H: -0.544 2.272 2.218  0.21
H: -6.231 4.944 -2.766  0.24
H: -4.751 3.509 -1.439  0.23
H: -0.068 -2.035 -0.750  0.23

Entry 3:
C40H38AlN5SSb2 | ωB97M-V/def2-TZVPD

Results
E_LUMO, eV: -1.0
Multiplicity: 1

Each line ends with the Mulliken charge.
Element x y z (Å)
Sb: 1.140 1.234 -0.519  0.09
Sb: -0.372 -2.130 -1.181  0.65
S: -0.099 -1.027 2.341  -0.34
Al: -1.191 0.489 0.823  -1.58
N: -1.548 -2.027 4.307  -0.38
N: -0.884 2.053 1.423  1.10
N: -2.798 -0.553 1.474  1.59
N: -2.472 0.677 -0.783  1.00
N: -2.822 -1.196 2.649  -1.71
C: -0.993 2.981 2.394  0.39
C: -4.771 0.464 -1.373  -1.00
C: 2.800 0.902 0.741  1.11
C: 2.802 -5.268 0.907  -0.56
C: -0.003 3.973 2.608  -0.01
C: 1.843 6.005 -1.486  -0.54
C: 1.438 3.300 -0.923  1.22
C: 2.186 -0.959 -2.593  -0.27
C: -0.113 4.920 3.612  -0.65
C: -3.863 -4.624 -1.987  -0.65
C: 0.825 -4.897 -0.418  -0.59
C: -1.709 -3.519 -2.096  0.05
C: -2.099 3.033 3.284  -0.61
C: -2.201 3.985 4.284  -0.60
C: 0.925 -1.782 -2.881  -1.32
C: -3.719 0.275 -0.493  1.21
C: -2.929 -3.743 -1.455  -0.63
C: 0.536 4.002 -1.719  -0.45
C: -1.211 4.946 4.467  -0.46
C: 2.034 -3.030 0.485  -0.26
C: -3.589 -5.284 -3.177  -0.50
C: 4.030 0.448 0.272  -0.48
C: -1.584 -1.420 3.110  0.58
C: 2.950 -3.897 1.064  -0.95
C: 1.965 0.550 -2.419  -1.52
C: 2.545 3.969 -0.410  -0.64
C: 1.737 -5.766 0.171  -0.68
C: -1.448 -4.190 -3.290  0.04
C: -4.522 1.080 -2.586  -0.43
C: 0.969 -3.519 -0.271  0.39
C: -2.238 1.272 -1.950  0.07
C: 2.629 1.164 2.102  -0.17
C: 3.685 0.964 2.982  -0.80
C: 5.080 0.242 1.159  -0.78
C: 4.905 0.499 2.512  -0.56
C: 2.745 5.316 -0.689  -0.82
C: -3.874 -0.400 0.799  -0.90
C: -2.383 -5.065 -3.828  -0.66
C: -3.231 1.489 -2.886  -1.24
C: 0.737 5.346 -2.002  -0.72
H: 2.896 1.102 -2.570  0.60
H: -3.070 3.979 4.934  0.35
H: 3.604 5.827 -0.274  0.40
H: 0.339 -1.328 -3.685  0.61
H: -5.326 1.241 -3.292  0.44
H: -2.992 1.973 -3.822  0.52
H: 1.997 7.056 -1.696  0.38
H: -4.829 -0.765 1.160  0.44
H: 6.033 -0.116 0.791  0.40
H: 3.511 -5.947 1.363  0.37
H: -0.510 -4.038 -3.811  0.29
H: 4.180 0.250 -0.782  0.27
H: -0.675 -2.089 4.797  0.22
H: 0.022 5.881 -2.614  0.41
H: 1.210 -2.786 -3.201  0.51
H: -2.883 2.292 3.158  0.33
H: 2.705 -1.381 -1.727  -0.03
H: 1.272 0.913 -3.186  0.74
H: 2.155 -1.964 0.653  0.53
H: -3.153 -3.233 -0.522  0.38
H: 2.871 -1.108 -3.434  0.50
H: 3.254 3.448 0.222  0.48
H: -4.315 -5.970 -3.596  0.37
H: 0.001 -5.303 -0.994  0.40
H: 0.674 5.658 3.729  0.36
H: -1.216 1.578 -2.131  0.28
H: -1.293 5.689 5.249  0.36
H: 0.857 3.981 1.947  0.29
H: -0.352 3.519 -2.112  0.21
H: 3.771 -3.498 1.647  0.48
H: 1.677 1.535 2.469  0.32
H: -2.167 -5.580 -4.756  0.40
H: 3.551 1.174 4.036  0.43
H: 1.613 -6.836 0.053  0.40
H: -2.411 -2.111 4.818  0.25
H: -5.761 0.128 -1.100  0.52
H: -4.801 -4.795 -1.474  0.40
H: 5.727 0.342 3.200  0.37

Entry 4:
C9H12NO | ωB97M-V/def2-TZVPD

Results
Total charge: +1
E_LUMO, eV: -5.4
Multiplicity: 1

Each line ends with the natural charge from an NBO analysis.
Element x y z (Å)
O: -1.354 0.973 1.978  -0.42
N: -1.436 -0.067 -0.071  -0.35
C: -1.272 1.098 -0.731  0.11
C: -1.589 -1.249 -2.113  -0.23
C: 1.734 -0.888 0.584  -0.47
C: 2.566 1.052 1.907  -0.66
C: -1.431 -0.055 -2.816  -0.05
C: -1.458 -0.038 1.379  0.57
C: -1.587 -1.228 -0.738  0.11
C: 2.254 -0.382 1.694  -0.12
C: -1.263 1.132 -2.105  -0.22
H: -1.437 -0.050 -3.893  0.26
H: 2.192 1.674 1.096  0.20
H: -1.716 -2.185 -2.634  0.27
H: -1.578 -1.042 1.801  0.17
H: 2.491 -1.039 2.520  0.21
H: -1.155 1.979 -0.112  0.27
H: 2.149 1.396 2.854  0.23
H: 3.648 1.179 1.975  0.24
H: 1.554 -1.942 0.463  0.20
H: -1.705 -2.125 -0.148  0.25
H: 1.522 -0.266 -0.273  0.17
H: -1.131 2.072 -2.617  0.27

Entry 5:
C34H34FeO2P | ωB97M-V/def2-TZVPD

Results
Expectation value of S²: 6.059
Total charge: -1
E_LUMO (spin up / spin down), eV: 2.4 / 2.2
Multiplicity: 5

Each line ends with the Mulliken spin population.
Element x y z (Å)
Fe: -0.035 -2.685 -2.820  1.86
P: -0.702 1.005 1.181  0.18
O: 2.937 1.079 -0.595  0.00
O: 2.289 1.564 1.501  0.01
C: 5.142 1.473 -1.296  0.00
C: 0.060 4.973 1.729  -0.15
C: -1.201 5.500 1.984  0.43
C: 0.411 -1.462 4.248  0.01
C: -2.180 3.344 1.470  0.24
C: 1.929 -1.636 0.076  -0.01
C: -1.779 -3.151 -1.979  0.02
C: -2.319 4.685 1.821  -0.11
C: -0.059 -1.034 3.011  0.02
C: 1.811 -2.290 -3.430  0.00
C: 0.780 -0.733 -0.433  0.12
C: -2.988 -0.560 1.055  0.06
C: -2.720 1.113 -0.718  0.40
C: -0.271 -1.570 -1.196  -0.09
C: -3.899 0.664 -1.308  -0.15
C: -4.616 -0.390 -0.735  0.38
C: -4.169 -0.981 0.449  -0.04
C: -0.975 -1.012 -2.398  0.01
C: -0.747 -2.918 -1.005  -0.02
C: 0.196 3.639 1.372  0.28
C: 0.657 0.596 -0.014  0.08
C: 2.033 1.153 0.387  -0.04
C: 1.744 -3.573 -2.731  0.14
C: 0.212 -3.639 -4.522  0.02
C: 0.412 -0.589 5.334  0.01
C: 0.866 -2.337 -4.539  0.02
C: -0.001 0.736 5.179  0.00
C: 4.213 1.610 -0.113  0.00
C: -2.237 0.453 0.434  -0.01
C: -0.330 0.332 2.811  0.03
C: 0.755 -4.403 -3.406  -0.04
C: -1.889 -1.995 -2.818  0.06
C: -0.905 2.778 1.282  -0.08
C: -0.355 1.206 3.916  0.03
H: 0.347 1.375 -0.790  -0.04
H: -5.506 -0.764 -1.223  0.06
H: -0.047 1.411 6.033  0.00
H: 6.131 1.822 -0.986  0.00
H: 0.730 -1.563 -5.290  0.00
H: -0.843 0.015 -2.784  0.02
H: 2.495 -1.473 -3.213  0.00
H: 4.124 2.668 0.200  0.00
H: -3.312 5.101 1.972  -0.01
H: 2.567 -1.083 0.762  0.00
H: 1.544 -2.498 0.595  0.00
H: 2.384 -3.890 -1.914  0.01
H: -2.629 -0.996 1.981  0.04
H: -0.227 -1.747 2.204  0.02
H: -3.085 2.735 1.344  0.08
H: 2.558 -1.957 -0.763  0.00
H: -0.477 -4.013 -5.273  0.00
H: 4.795 2.080 -2.148  0.00
H: 5.225 0.424 -1.606  0.00
H: -1.307 6.539 2.288  0.05
H: 1.097 -0.142 -1.298  -0.01
H: -0.442 -3.588 -0.198  -0.03
H: 0.951 5.584 1.811  -0.01
H: -2.416 -4.028 -2.016  0.00
H: 0.725 -0.945 6.311  0.00
H: -4.235 1.132 -2.235  0.00
H: -2.175 1.953 -1.137  0.06
H: -0.659 2.255 3.786  0.00
H: 0.546 -5.443 -3.182  0.00
H: 0.767 -2.485 4.342  0.00
H: -4.727 -1.798 0.909  0.02
H: -2.638 -1.867 -3.600  0.00
H: 1.197 3.270 1.195  0.08
H: 4.468 0.971 0.737  0.00